Model w:
Formula: C5H7NO
Source: OMol25
Level of theory: the ωB97M-V functional and the def2-TZVPD basis

Each line ends with the natural charge from an NBO analysis.
Positions of all 14 atoms, in Å:
C1 1.6783 -0.5442 0.3745  0.392
N1 0.7431 -1.3990 0.3842  -0.444
C2 -0.4095 -1.0486 -0.4254  -0.087
C3 -1.5385 -0.2967 0.2378  -0.409
C4 -0.5967 0.4223 -0.6843  -0.284
C5 0.5077 1.1711 0.0059  -0.081
O1 1.7453 0.6027 -0.4227  -0.530
H1 2.4549 -0.4954 1.1340  0.177
H2 -0.6786 -1.7861 -1.1762  0.224
H3 -1.4373 -0.0854 1.3005  0.218
H4 -2.5561 -0.4613 -0.1001  0.225
H5 -0.9006 0.7614 -1.6701  0.227
H6 0.4785 0.9043 1.0787  0.169
H7 0.5093 2.2549 -0.0368  0.205

Summary:
HOMO-LUMO gap	10.5	eV
SMILES	C1=N[C@H]2C[C@H]2CO1
HOMO	-9.4	eV

Model x:
Formula: C5H7NO
Source: OMol25
Level of theory: the ωB97M-V functional and the def2-TZVPD basis

Each line ends with the natural charge from an NBO analysis.
Positions of all 14 atoms, in Å:
C1 0.0658 0.5868 -1.8473  -0.061
N1 0.5026 1.0842 -0.7704  -0.386
C2 -0.4339 1.1270 0.3350  -0.249
C3 -0.0131 0.0886 1.4001  -0.397
C4 0.5817 -1.1898 0.8424  -0.553
C5 0.2159 -1.8025 -0.2587  0.720
O1 -0.0816 -2.3593 -1.2461  -0.476
H1 0.7518 0.3880 -2.6704  0.181
H2 -0.9840 0.2850 -1.9870  0.143
H3 -1.4686 0.9269 0.0052  0.164
H4 -0.4167 2.1280 0.7820  0.210
H5 -0.8873 -0.1444 2.0211  0.216
H6 0.7330 0.5317 2.0663  0.221
H7 1.4343 -1.6504 1.3279  0.268

Summary:
HOMO-LUMO gap	9.7	eV
SMILES	C=NCCC=C=O
HOMO	-8.8	eV

Sorted by energy, starting with the most stable: model x, model w.

Model w:
Formula: C5H8N2
Source: OMol25
Level of theory: the ωB97M-V functional and the def2-TZVPD basis

Each line ends with the natural charge from an NBO analysis.
Positions of all 15 atoms, in Å:
C1 -1.4476 -0.6501 0.5239  -0.614
C2 -0.5049 0.1525 -0.3817  -0.069
C3 0.1464 1.3862 0.3924  -0.249
N1 1.6057 1.4076 0.2148  -0.422
C4 2.0204 0.2443 0.1522  0.352
C5 1.6589 -0.9581 -0.2880  -0.255
N2 0.4501 -0.7698 -1.0214  -0.584
H1 -1.7111 -1.5872 0.0229  0.223
H2 -0.9902 -0.8890 1.4910  0.208
H3 -2.3660 -0.0862 0.7155  0.209
H4 -1.1003 0.5850 -1.1900  0.200
H5 -0.1403 1.3585 1.4428  0.204
H6 -0.2198 2.3360 -0.0034  0.206
H7 2.0442 -1.9386 -0.0612  0.218
H8 0.5547 -0.5910 -2.0098  0.375

Summary:
HOMO-LUMO gap	8.7	eV
SMILES	C[C@H]1CN=C=CN1
HOMO	-8.4	eV

Model x:
Formula: C5H8N2
Source: OMol25
Level of theory: the ωB97M-V functional and the def2-TZVPD basis

Each line ends with the natural charge from an NBO analysis.
Positions of all 15 atoms, in Å:
C1 2.1953 0.1189 -0.0173  -0.411
N1 0.7720 0.2446 0.1828  -0.286
N2 0.2043 1.5154 0.0174  -0.229
C2 -1.0529 1.4264 -0.3439  -0.043
C3 -1.6112 0.0960 -0.3941  -0.269
C4 -1.4065 -0.8247 0.7113  -0.443
C5 -0.1052 -0.8313 -0.0189  -0.010
H1 2.8699 0.8844 0.5165  0.236
H2 2.5534 -0.9489 0.3386  0.207
H3 2.4771 0.0918 -1.1800  0.178
H4 -1.7229 2.2687 -0.4119  0.212
H5 -2.2583 -0.2373 -1.1110  0.214
H6 -1.3068 -0.4367 1.7050  0.215
H7 -1.7881 -1.8362 0.7087  0.228
H8 0.1798 -1.5312 -0.7032  0.201

Summary:
HOMO-LUMO gap	9.2	eV
SMILES	CN1N=C[C@@H]2C[C@@H]21
HOMO	-8.1	eV

Sorted by energy, starting with the most stable: model w, model x.

Model w:
Formula: C5H8N2
Source: OMol25
Level of theory: the ωB97M-V functional and the def2-TZVPD basis

Each line ends with the natural charge from an NBO analysis.
Positions of all 15 atoms, in Å:
C1 -0.7670 -1.5021 -1.0001  -0.435
N1 -0.3064 -0.8773 0.2258  -0.570
C2 0.2239 0.3157 0.4439  0.265
C3 0.5668 0.6015 1.8407  -0.630
C4 0.5095 1.2466 -0.4029  -0.490
C5 0.2476 1.1826 -1.7880  0.278
N2 -0.1597 1.1189 -2.9187  -0.368
H1 0.0339 -1.7980 -1.7633  0.216
H2 -1.4964 -2.3299 -0.7174  0.212
H3 -1.4749 -0.8380 -1.5308  0.221
H4 -0.4453 -1.4617 1.0045  0.387
H5 1.2482 -0.1484 2.2201  0.223
H6 1.1268 1.6053 1.7955  0.223
H7 -0.3284 0.7659 2.5402  0.230
H8 1.0214 2.1189 0.0506  0.237

Summary:
HOMO-LUMO gap	9.2	eV
SMILES	CN/C(C)=C\C#N
HOMO	-8.5	eV

Model x:
Formula: C5H8N2
Source: OMol25
Level of theory: the ωB97M-V functional and the def2-TZVPD basis

Each line ends with the natural charge from an NBO analysis.
Positions of all 15 atoms, in Å:
C1 -2.4696 0.3883 -0.6177  -0.429
N1 -1.2731 -0.0297 0.0764  -0.420
C2 -0.0537 -0.6857 2.2780  0.088
N2 0.8541 -0.5871 1.4450  -0.314
C3 1.0861 -0.1394 0.2556  0.055
C4 2.4639 0.0566 -0.3030  -0.635
C5 -0.1399 0.1987 -0.4622  0.061
H1 -2.2768 0.8395 -1.6033  0.168
H2 -3.1347 -0.4725 -0.7492  0.203
H3 -3.0052 1.1176 0.0000  0.209
H4 -0.4941 -1.6674 2.4756  0.180
H5 3.2010 -0.4427 0.3308  0.232
H6 2.5459 -0.3593 -1.3137  0.218
H7 2.7323 1.1193 -0.3597  0.219
H8 -0.0362 0.6636 -1.4525  0.164

Summary:
HOMO-LUMO gap (spin up / spin down)	8.5 / 8.5	eV
HOMO (spin up / spin down)	-7.8 / -7.8	eV

Model y:
Formula: C5H8N2
Source: OMol25
Level of theory: the ωB97M-V functional and the def2-TZVPD basis

Each line ends with the natural charge from an NBO analysis.
Positions of all 15 atoms, in Å:
C1 -1.4588 -1.1537 0.7312  -0.680
C2 -1.0617 0.2658 0.6375  0.272
N1 -0.2974 1.1116 1.1628  -0.350
C3 -1.1509 1.5579 -0.0114  -0.327
H1 -2.5295 -1.2326 0.9461  0.238
H2 -0.8892 -1.6571 1.5165  0.237
H3 -1.2603 -1.6450 -0.2266  0.258
H4 -0.6291 1.7457 -0.9514  0.174
H5 -1.9695 2.2436 0.2082  0.180
C4 2.5639 -0.0582 0.2037  -0.651
C5 1.7964 -0.5666 -0.7260  0.427
N2 1.0378 -1.1062 -1.5338  -0.669
H6 3.6236 -0.2826 0.2286  0.244
H7 2.1184 0.5983 0.9450  0.272
H8 0.9209 -0.5874 -2.4043  0.375

Summary:
HOMO-LUMO gap	10.2	eV
SMILES	CC1=NC1.C=C=N
HOMO	-9.2	eV

Sorted by energy, starting with the most stable: model w, model x, model y.

Model w:
Formula: C5H8N2
Source: OMol25
Level of theory: the ωB97M-V functional and the def2-TZVPD basis

Each line ends with the natural charge from an NBO analysis.
Positions of all 15 atoms, in Å:
C1 2.2035 -1.3082 0.3040  -0.604
C2 1.4131 -0.5753 -0.7785  -0.427
C3 0.1500 -0.0076 -0.2099  0.092
C4 -0.6654 -0.4836 0.7671  -0.115
N1 -1.7723 0.3362 0.9524  -0.453
C5 -1.6224 1.2767 0.0603  0.160
N2 -0.5751 1.0350 -0.7670  -0.526
H1 2.0820 -0.8553 1.2820  0.218
H2 1.8581 -2.3452 0.3590  0.209
H3 3.2486 -1.4333 0.0316  0.214
H4 1.2220 -1.2315 -1.6255  0.218
H5 1.9928 0.2630 -1.1825  0.201
H6 -0.5148 -1.3004 1.4535  0.208
H7 -2.1758 2.1996 0.1303  0.197
H8 -0.2083 1.7038 -1.4218  0.409

Summary:
HOMO-LUMO gap	9.5	eV
SMILES	CCc1cnc[nH]1
HOMO	-8.5	eV

Model x:
Formula: C5H8N2
Source: OMol25
Level of theory: the ωB97M-V functional and the def2-TZVPD basis

Each line ends with the natural charge from an NBO analysis.
Positions of all 15 atoms, in Å:
C1 0.8790 0.7933 -0.9164  -0.563
C2 -0.6083 0.5017 -1.1796  -0.279
N1 -0.9809 -0.2102 0.0466  -0.390
C3 -0.3282 0.4994 1.0528  0.013
C4 0.1902 -0.4509 1.9676  -0.027
N2 0.2036 -1.6427 1.4273  -0.337
C5 -0.2008 -1.4276 0.1073  -0.117
H1 1.0920 1.8261 -0.6349  0.196
H2 0.8022 -0.9431 -0.3838  0.231
H3 1.5964 0.4765 -1.6800  0.200
H4 -0.8053 -0.1301 -2.0532  0.204
H5 -1.2121 1.4110 -1.2761  0.215
H6 -0.5339 1.5498 1.2253  0.225
H7 0.5717 -0.2585 2.9663  0.211
H8 -0.5835 -2.2851 -0.4457  0.219

Summary:
HOMO-LUMO gap (spin up / spin down)	7.9 / 8.0	eV
HOMO (spin up / spin down)	-8.1 / -8.1	eV

Model y:
Formula: C5H8N2
Source: OMol25
Level of theory: the ωB97M-V functional and the def2-TZVPD basis

Each line ends with the natural charge from an NBO analysis.
Positions of all 15 atoms, in Å:
C1 -2.3356 -0.2299 -0.0602  -0.622
C2 -0.9176 0.1557 0.2604  -0.086
C3 -0.3240 1.3409 -0.1020  -0.099
N1 1.0374 1.1542 -0.0922  -0.513
C4 1.3268 -0.1340 0.2532  0.282
N2 2.6434 -0.5879 -0.0098  -0.833
C5 0.1382 -0.7567 0.5642  -0.345
H1 -2.3844 -0.4327 -1.1395  0.213
H2 -2.6550 -1.1478 0.4427  0.213
H3 -3.0625 0.5608 0.1489  0.214
H4 -0.7603 2.2987 -0.3463  0.207
H5 1.7352 1.8004 -0.4226  0.413
H6 2.8609 -1.4345 0.5019  0.373
H7 2.6708 -0.8437 -0.9956  0.366
H8 0.0265 -1.7436 0.9968  0.216

Summary:
HOMO-LUMO gap	8.6	eV
SMILES	Cc1c[nH]c(N)c1
HOMO	-7.6	eV

Model z:
Formula: C5H8N2
Source: OMol25
Level of theory: the ωB97M-V functional and the def2-TZVPD basis

Each line ends with the natural charge from an NBO analysis.
Positions of all 15 atoms, in Å:
C1 -0.6465 1.5386 0.6200  -0.613
C2 -0.2669 0.2121 0.0274  0.083
C3 -0.6138 -0.1778 -1.3545  -0.447
C4 0.9319 -0.0545 -0.8717  -0.077
N1 1.5923 -1.2022 -0.4341  -0.486
C5 0.9526 -1.6448 0.5991  0.245
N2 -0.1573 -0.9631 0.9665  -0.606
H1 -0.4611 2.3333 -0.1056  0.225
H2 -1.7088 1.5487 0.8816  0.213
H3 -0.0503 1.7472 1.5121  0.216
H4 -1.0118 0.5830 -2.0080  0.219
H5 -0.9001 -1.1948 -1.5761  0.225
H6 1.5360 0.7092 -1.3392  0.209
H7 1.3004 -2.4926 1.1670  0.191
H8 -0.4963 -0.9424 1.9154  0.402

Summary:
HOMO-LUMO gap	9.3	eV
SMILES	C[C@@]12C[C@@H]1N=CN2
HOMO	-8.3	eV

Sorted by energy, starting with the most stable: model w, model y, model z, model x.

Model w:
Formula: C5H8N2
Source: OMol25
Level of theory: the ωB97M-V functional and the def2-TZVPD basis

Each line ends with the natural charge from an NBO analysis.
Positions of all 15 atoms, in Å:
C1 -1.9728 0.1081 0.0706  -0.622
C2 -0.6260 -0.3763 -0.4075  -0.029
C3 0.4935 0.5647 -0.7490  -0.202
C4 0.4492 2.0064 -0.5922  0.275
N1 0.4903 3.1457 -0.3965  -0.315
N2 0.4727 -0.1633 0.4944  -0.379
C5 1.5563 -1.0680 0.8067  -0.412
H1 -1.8302 0.9570 0.7446  0.233
H2 -2.6101 0.4196 -0.7632  0.218
H3 -2.4900 -0.6844 0.6221  0.219
H4 -0.6350 -1.2756 -1.0330  0.195
H5 1.1557 0.2262 -1.5504  0.225
H6 2.0949 -1.4500 -0.0729  0.173
H7 1.1904 -1.9077 1.4027  0.208
H8 2.2612 -0.5024 1.4236  0.213

Summary:
HOMO-LUMO gap	10.7	eV
SMILES	C[C@H]1[C@@H](C#N)N1C
HOMO	-9.8	eV

Model x:
Formula: C5H8N2
Source: OMol25
Level of theory: the ωB97M-V functional and the def2-TZVPD basis

Each line ends with the natural charge from an NBO analysis.
Positions of all 15 atoms, in Å:
C1 -1.8733 1.1335 -1.1845  -0.699
N1 -0.5827 0.1477 -1.0443  -0.423
C2 0.6145 0.9294 -0.8817  0.012
C3 1.3007 0.4988 0.1816  -0.264
C4 0.5743 -0.6300 0.7684  0.139
N2 0.9834 -1.2689 1.9303  -0.791
C5 -0.5368 -0.8242 0.0284  -0.141
H1 -0.5729 -0.3277 -1.9431  0.432
H2 -2.5780 0.6491 -0.4862  0.140
H3 -1.5157 2.0224 -0.6374  0.136
H4 0.7722 1.7558 -1.5605  0.239
H5 2.2091 0.9347 0.5811  0.232
H6 1.9865 -1.3096 2.0489  0.380
H7 0.5642 -2.1762 2.0812  0.384
H8 -1.3454 -1.5347 0.1178  0.224

Summary:
HOMO-LUMO gap	7.5	eV
HOMO	-6.8	eV

Model y:
Formula: C5H8N2
Source: OMol25
Level of theory: the ωB97M-V functional and the def2-TZVPD basis

Each line ends with the natural charge from an NBO analysis.
Positions of all 15 atoms, in Å:
C1 -1.6073 1.9126 -0.0141  -0.541
C2 -0.8476 0.8214 -0.1379  0.215
C3 0.5202 0.6041 0.4803  -0.481
C4 0.8424 -0.8307 0.1248  0.115
N1 2.0625 -1.4209 0.4960  -0.806
C5 -0.1055 -1.2823 -0.7029  -0.103
N2 -1.0725 -0.2815 -0.9504  -0.605
H1 -2.5002 2.0520 -0.6127  0.198
H2 -1.3020 2.7104 0.6525  0.204
H3 1.2099 1.2832 -0.0330  0.235
H4 0.5739 0.8358 1.5505  0.226
H5 2.0946 -2.4083 0.2691  0.370
H6 2.2610 -1.3067 1.4839  0.367
H7 -0.1639 -2.2269 -1.2307  0.206
H8 -1.9653 -0.4620 -1.3754  0.399

Summary:
HOMO-LUMO gap	7.9	eV
SMILES	C=C1CC(N)=CN1
HOMO	-6.8	eV

Sorted by energy, starting with the most stable: model y, model w, model x.

Model w:
Formula: C5H8N2
Source: OMol25
Level of theory: the ωB97M-V functional and the def2-TZVPD basis

Each line ends with the natural charge from an NBO analysis.
Positions of all 15 atoms, in Å:
C1 -2.1436 -1.2555 -0.4148  -0.470
N1 -0.8538 -0.6946 -0.3885  -0.072
C2 -0.2237 -1.1251 0.7911  -0.304
C3 0.7680 -0.1053 1.0142  -0.282
C4 0.7298 0.6796 -0.1216  0.128
C5 1.6218 1.8210 -0.4998  -0.641
N2 -0.2935 0.3282 -0.9674  -0.220
H1 -2.5377 -1.4706 -1.4073  0.195
H2 -2.8345 -0.7044 0.2201  0.199
H3 -1.4219 -1.6169 1.0421  0.287
H4 0.1494 -2.1510 0.7180  0.267
H5 1.4853 -0.0469 1.8215  0.231
H6 2.0631 2.2822 0.3885  0.222
H7 1.0549 2.5786 -1.0475  0.234
H8 2.4364 1.4809 -1.1486  0.226

Summary:
HOMO-LUMO gap (spin up / spin down)	8.0 / 8.0	eV
HOMO (spin up / spin down)	-7.9 / -7.9	eV

Model x:
Formula: C5H8N2
Source: OMol25
Level of theory: the ωB97M-V functional and the def2-TZVPD basis

Each line ends with the natural charge from an NBO analysis.
Positions of all 15 atoms, in Å:
C1 -2.0770 -0.8262 0.2111  -0.683
C2 -1.0863 -0.2955 -0.7652  -0.064
C3 -0.1349 0.7224 -0.3371  -0.310
N1 0.8266 0.0625 0.5764  -0.381
C4 2.1493 0.6293 0.8185  -0.247
C5 1.8827 -0.4474 -0.2097  0.246
N2 1.9797 -1.0574 -1.2586  -0.255
H1 -2.0543 -0.2483 1.1420  0.211
H2 -1.8844 -1.8728 0.4819  0.231
H3 -3.0969 -0.7962 -0.1978  0.221
H4 -1.1784 -0.5558 -1.8142  0.192
H5 0.3713 1.2074 -1.1828  0.200
H6 -0.6438 1.4625 0.2950  0.207
H7 2.3845 1.6255 0.4432  0.206
H8 2.5620 0.3901 1.7973  0.225

Summary:
HOMO-LUMO gap (spin up / spin down)	7.5 / 9.3	eV
HOMO (spin up / spin down)	-8.0 / -8.9	eV

Model y:
Formula: C5H8N2
Source: OMol25
Level of theory: the ωB97M-V functional and the def2-TZVPD basis

Each line ends with the natural charge from an NBO analysis.
Positions of all 15 atoms, in Å:
C1 -1.5291 1.3926 -1.0002  -0.391
N1 -0.5283 0.3976 -0.6298  -0.461
C2 0.8391 0.6027 -0.8236  -0.084
C3 1.4945 -0.1239 0.1181  -0.249
C4 0.5256 -0.8026 0.9274  0.011
N2 0.8825 -1.6465 1.9971  -0.811
C5 -0.7844 -0.4771 0.6083  -0.287
H1 -1.3817 1.7058 -2.0379  0.200
H2 -2.5146 0.9413 -0.8743  0.230
H3 -1.4448 2.2536 -0.3336  0.214
H4 1.2055 1.2148 -1.6381  0.216
H5 2.5728 -0.2016 0.2143  0.224
H6 1.5906 -2.3253 1.7447  0.364
H7 0.0641 -2.1275 2.3517  0.379
H8 -0.9181 -0.6661 -0.7934  0.445

Summary:
HOMO-LUMO gap	8.7	eV
HOMO	-7.7	eV

Sorted by energy, starting with the most stable: model y, model w, model x.